1.
Density functional theory data (ωB97M-V with the def2-TZVPD basis set) for 2 unconnected molecules or ions with the total composition C8H20N3.

Geometry as XYZ:
```
31
Properties=species:S:1:pos:R:3:forces:R:3
N 1.37727 -2.28522 0.32853 -0.550 -0.936 0.395
N 1.32941 -1.93223 1.70336 0.431 0.301 -0.465
N -1.53823 0.44092 -0.53800 -1.434 1.342 -2.502
C -0.86965 1.98574 1.18106 4.084 1.440 -2.698
C -1.09170 -0.47215 1.61022 -1.245 -3.489 -2.246
C -1.70693 1.46602 -1.59028 2.798 0.236 0.370
C 1.80553 -1.35379 -0.55871 0.768 2.471 -2.170
C -1.94801 -0.88149 -1.01518 0.461 -0.882 0.400
C -1.19846 0.70492 0.65151 -0.114 -3.332 2.214
C 1.89859 -0.06235 -0.24526 -1.259 -0.432 -0.529
C 2.26047 1.06633 -1.09869 1.714 1.873 -2.669
H -2.03664 -1.08627 1.87579 0.878 1.864 -0.095
H 1.86762 -3.11503 0.13488 0.563 -1.535 0.210
H 3.20642 1.46601 -0.66016 -0.254 -0.157 -0.814
H -0.45410 2.69372 0.40209 -0.680 -0.697 0.838
H 2.39760 0.90319 -2.26387 0.104 -0.370 2.439
H -2.58260 1.42928 -2.14316 -2.048 -0.432 -0.387
H -1.49718 2.47651 -1.29396 -0.273 0.251 0.629
H -0.38756 -0.46283 2.39131 0.261 1.144 1.281
H -1.59620 2.44998 1.69242 -3.109 1.535 1.724
H -2.36494 -0.82388 -2.02448 0.061 0.337 0.314
H -0.06806 1.88245 1.88588 0.465 -0.276 0.458
H 2.09939 -1.59406 -1.63101 -0.558 -0.573 1.655
H 1.55433 0.17265 0.72256 -0.042 0.525 1.259
H -0.91921 1.26648 -2.30250 0.327 -0.249 -0.396
H -0.60674 -1.39068 1.09352 -0.714 1.825 -0.030
H 0.99562 -2.73857 2.20490 0.331 -0.057 0.277
H 2.19404 -1.51275 2.06026 -0.008 -0.671 -0.163
H -2.76507 -1.16186 -0.30719 0.922 -0.698 -0.714
H 1.66402 2.00705 -1.15825 -0.446 -0.875 0.737
H -1.01904 -1.53808 -1.10760 -1.435 0.517 0.680
```
Forces are in eV/Å.

The charge is +1. Its largest force on an atom is 5.10 eV/A. The energy above the lowest of the compared OMol25 structures with the same formula, charge and spin comes out at 98.14 kcal/mol. The value obtained for the LUMO energy is -3.16 eV. The gap between HOMO and LUMO comes out at 8.053 eV.

=====

2.
Density functional theory data (ωB97M-V with the def2-TZVPD basis set) for 13 unconnected molecules or ions with the total composition C26H78O26.

Geometry as XYZ:
```
130
Properties=species:S:1:pos:R:3:forces:R:3
O -1.21771 -1.45295 4.04035 -1.325 1.102 1.082
O -0.89114 -4.17031 -2.97508 -0.134 1.288 -0.075
O -5.64153 -2.32281 -0.33253 -0.791 -0.872 0.375
O -1.31691 -2.67936 -0.15052 -0.709 -0.919 -0.393
O -1.13069 5.21926 1.29092 -0.041 -0.519 0.637
O 0.90050 -0.56502 -5.76375 -0.771 0.848 0.402
O 3.01148 -0.38853 -0.54705 -0.548 -0.425 0.887
O 1.04091 0.66547 -3.03068 0.092 -0.554 0.505
O -2.19766 1.12314 4.98876 1.212 0.661 0.604
O 0.95817 -2.70202 3.09749 0.979 -0.998 -0.828
O 0.79192 -4.69422 -0.65029 0.558 0.810 -0.441
O -4.03945 -0.59296 -2.38228 1.897 -0.479 0.439
O 1.80884 3.16054 4.27191 1.515 1.498 -0.099
O 3.10447 -4.67615 4.15241 -0.276 0.898 -0.280
O 2.34455 -2.58728 0.85379 -1.487 0.446 1.737
O -4.15568 1.93253 -0.59953 -0.153 1.647 -0.010
O -0.50572 2.65711 -2.00525 -0.470 0.519 1.366
O 0.65718 4.40155 -3.80525 -2.052 0.136 -0.640
O 6.00348 0.93212 -1.09270 -0.703 -0.925 -0.820
O 4.36373 2.99897 3.23133 -0.614 -1.628 1.290
O -1.51691 -1.72761 -3.87254 0.682 -0.432 -0.962
O -5.36683 -2.29864 2.51329 -0.373 0.198 -0.605
O 3.35741 3.93677 0.90218 -1.925 0.703 -0.676
O -1.17495 3.41622 3.46037 -1.184 -0.498 -1.272
O -1.66827 -0.03339 0.79408 -1.254 0.204 1.129
O 1.76600 4.17504 -1.42330 0.311 -0.427 0.925
C -5.23993 1.34455 -1.23595 -0.088 -0.597 -0.896
C -0.56842 -0.51959 0.10651 1.415 1.676 -1.458
C 1.04549 0.83911 -5.42956 0.838 -1.276 -1.097
C 1.83075 1.00304 -4.18198 -0.334 1.658 1.149
C 3.84598 3.59944 -0.37164 0.885 -0.361 -0.838
C 2.62129 2.06583 4.72578 -0.242 -0.196 -1.858
C 4.20024 -0.87456 -1.12796 -0.113 -1.153 -0.183
C 2.00729 -2.39339 3.98232 0.628 -0.591 1.001
C 3.61781 1.79932 3.54810 0.911 -0.370 2.106
C -2.06082 -4.01927 -3.81439 0.670 -0.509 2.288
C 2.65405 -3.90890 0.62401 -0.397 -2.359 -2.265
C -1.36472 3.48231 -2.76549 -0.707 -0.551 -0.787
C -4.80463 0.54473 -2.50568 -2.325 1.550 -0.618
C -0.88825 2.95492 2.12143 1.456 -1.588 0.378
C 2.71480 3.09364 -1.26160 -0.331 1.432 1.144
C 2.17317 -4.33675 -0.78444 1.314 -1.030 0.046
C -3.10783 0.16162 4.60641 -1.267 -1.042 -1.355
C -4.80108 -3.26831 0.36836 0.725 1.303 0.401
C -2.53575 -1.26902 4.73403 0.413 -0.264 -0.044
C -4.27756 -2.60752 1.62753 -1.236 1.231 -0.830
C -0.28547 4.06306 1.28362 -0.218 0.057 -0.011
C -1.00642 -1.50880 -0.93709 1.178 -0.839 2.588
C -0.62716 4.72028 -3.19729 0.419 0.835 -1.426
C 3.26904 -3.30158 3.82935 0.320 1.762 0.608
C 5.04172 0.13936 -1.83885 0.755 -0.170 -0.321
C -1.86859 -2.85876 -4.69016 -0.255 0.695 -0.775
H -5.94249 2.16675 -1.52156 0.468 -0.814 0.072
H 1.63596 -2.49208 5.02729 0.259 0.036 -0.533
H 2.78427 0.52631 -4.18078 0.540 -0.913 -0.173
H -0.17152 2.06613 2.14964 -0.470 1.161 0.108
H -0.33316 3.59737 3.84258 1.314 0.227 0.839
H 0.00663 2.02127 -2.51498 0.093 -0.398 -0.707
H -0.15326 0.36378 -0.43848 0.044 -0.414 0.538
H -0.26184 -1.64430 -1.70926 0.174 -0.193 -0.226
H -1.75772 2.48200 1.72173 -1.001 0.266 -0.314
H 0.15162 -0.90405 0.83451 0.269 -0.188 -0.413
H -0.60618 -3.34892 -0.03181 -0.083 0.838 -0.677
H 3.03334 2.85869 -2.23892 0.775 -0.754 -1.030
H -2.84517 -3.81461 -3.09297 -0.777 -0.072 -0.159
H -6.56469 -2.53011 -0.08866 0.635 0.235 -0.446
H 3.73295 -3.13064 2.82895 -0.334 -0.327 0.655
H 2.31311 -4.94302 3.67485 -0.090 -0.321 -0.008
H 2.48549 3.83446 3.91977 -1.387 -1.285 0.747
H -5.71828 0.21320 -3.05917 0.284 0.854 0.194
H -3.21268 -1.95347 4.19426 0.176 0.330 0.380
H 2.72477 -5.23423 -1.17808 -0.265 0.487 0.734
H -1.79272 2.90406 -3.61614 0.487 0.349 0.224
H 4.39507 4.47325 -0.78902 -0.401 -0.580 -0.088
H 1.61562 1.31525 -6.26098 -0.521 -0.236 0.534
H 0.90119 3.72692 -1.47270 -0.209 0.007 -0.017
H 2.48529 4.31803 0.61329 0.698 -0.046 1.153
H -0.85499 -3.24033 -2.62302 0.455 -1.252 -0.115
H 0.08772 -0.80397 -5.28531 0.373 -0.424 -0.112
H 5.74716 0.92203 -0.17711 -0.158 -0.011 0.661
H 2.62343 -1.15882 0.00019 0.710 1.248 -0.915
H -2.79777 -2.68333 -5.25046 0.291 0.156 -0.090
H 4.38686 0.78417 -2.35276 -0.832 1.191 -0.765
H 0.06783 1.29372 -5.33121 -0.190 0.330 -0.019
H 4.88826 -1.30553 -0.41977 0.073 -0.527 0.910
H -1.19833 5.33603 -3.93886 0.225 -0.683 0.542
H 1.26825 4.57022 -3.10656 1.171 0.101 0.703
H 0.14876 -2.50675 3.54780 -1.461 0.291 0.229
H 4.53293 2.77145 -0.24272 0.383 -0.003 -0.115
H -2.54552 -1.56704 5.82524 0.735 0.205 -1.166
H -1.89956 -0.71729 1.43838 -0.126 0.147 -0.019
H 3.91208 -1.71250 -1.81344 0.481 0.675 0.067
H 3.03303 1.41013 2.75001 -0.452 0.108 -1.163
H -2.24846 3.77815 -2.17644 0.425 -0.195 0.179
H 5.57803 -0.42395 -2.61143 0.290 0.261 0.229
H 2.04177 2.06731 -4.09333 0.131 0.388 -0.136
H 1.58242 0.48344 -2.22946 -0.068 0.002 -0.783
H -0.17204 3.78637 0.21726 0.102 -0.223 0.788
H -4.03103 0.13945 5.25402 0.676 0.257 -0.589
H -3.70033 -3.32302 2.14271 1.176 -0.509 0.635
H -3.43697 0.25720 3.53067 0.218 0.245 0.919
H -3.97713 -3.53261 -0.27750 0.246 -0.069 -0.235
H 2.04800 -4.61638 1.20516 0.380 0.369 0.714
H -6.08313 -1.89990 1.97516 0.737 -0.129 0.514
H 3.94881 -2.82255 4.59336 -0.330 -0.844 -0.751
H 1.64412 -2.65750 1.58316 0.749 0.920 -0.809
H -4.24603 1.28631 -3.08882 -0.006 -0.377 -0.230
H -0.77611 -0.57928 4.07970 -0.368 -0.396 0.138
H -1.77290 5.05073 2.00951 0.460 0.415 -0.390
H -2.22564 -4.95551 -4.29228 -0.209 -0.613 -0.646
H 2.24340 2.24923 -0.74664 0.030 -0.042 -0.212
H -1.91660 -1.09198 -1.29553 -0.791 -0.098 -0.753
H 3.71089 -4.14192 0.72812 0.204 0.180 0.168
H 2.28139 -1.34767 3.82012 0.425 0.016 0.088
H -2.13595 1.98819 4.52048 -0.415 -0.904 -0.141
H 2.47273 -3.56608 -1.51357 -0.965 0.237 0.091
H -3.74895 -1.68111 1.33054 0.067 -0.480 0.381
H -5.69810 0.67772 -0.52456 -0.775 -0.446 0.207
H 0.71141 4.23086 1.76263 -0.507 0.462 -0.483
H -0.48452 5.37745 -2.33662 0.168 -0.058 0.126
H -1.04624 -3.09243 -5.37957 -0.109 0.497 0.086
H -3.49408 1.27665 -0.51011 1.377 -1.080 0.413
H 4.31440 0.96945 3.82586 -0.226 0.715 -0.067
H 1.89642 1.23405 4.83893 0.657 0.197 0.049
H -5.27879 -4.14624 0.73403 -0.999 -0.829 -0.341
H 4.04571 3.26125 2.37725 -0.269 0.656 -1.082
H -4.53826 -1.29467 -1.97446 -0.500 -0.402 0.489
H 3.14824 2.23536 5.66162 -0.076 0.344 0.136
H -2.29420 -1.23323 -3.61786 -0.656 0.156 0.199
H 0.46183 -4.87959 -1.53734 -0.454 -0.009 -0.140
```
Forces are in eV/Å.

Its largest force on an atom is 3.29 eV/A. The energy above the lowest of the compared OMol25 structures with the same formula, charge and spin comes out at 33.87 kcal/mol. The value obtained for the LUMO energy is 0.08 eV. The gap between HOMO and LUMO comes out at 9.885 eV.

=====

Record-wise electronic energy values, in eV: -13081.0689; -81455.6966